Entry 1:
Density functional theory data (the ωB97M-V functional and the def2-TZVPD basis) for a structure of composition C8H21ClIO4P2Tl in a non-equilibrium geometry.

Results
2S+1	1
orbital gap (spin up / spin down)	3.982 / 3.981	eV
total charge	+2
E_HOMO (spin up / spin down)	-14.3 / -14.3	eV

Last column: Löwdin charge in e.
Element x y z (Å)
C -0.73964 -4.27983 -2.48787  -0.236
I 1.50056 -1.77876 -2.28138  0.510
H -1.76533 -4.55083 -2.56637  -0.001
H -0.03579 -4.90443 -1.83751  0.053
H -0.22220 -3.97645 -3.43814  0.036
Tl -0.86558 -2.81750 -1.00297  0.871
P -0.02182 1.23723 -1.95466  0.748
C 1.32620 1.78732 -3.04678  -0.239
C -1.17336 0.75521 -3.29877  -0.262
H -1.54678 2.80811 -0.89364  0.053
H -0.84021 3.46370 -2.41724  0.088
H 0.13164 3.41652 -0.91590  0.076
C -0.63944 2.89703 -1.50199  -0.199
H -2.18049 0.61953 -2.89379  0.038
H -1.16316 1.53899 -4.05802  0.077
H 0.89120 2.44123 -3.81326  0.087
H 1.80308 0.90631 -3.50415  0.024
H -0.83444 -0.19068 -3.72452  0.029
H 2.06710 2.34272 -2.44935  0.075
C 1.94731 0.44536 -0.31586  -0.157
O 2.81205 0.08396 0.32848  0.094
Cl -1.61122 -0.00647 -0.35079  0.167
C -1.53501 1.47812 4.42244  -0.109
O -0.57129 0.49793 4.00525  -0.345
P -0.12729 0.21056 2.45791  0.787
O 1.52056 0.01277 2.63952  -0.390
C 2.37141 1.15954 2.80847  -0.130
O -0.52343 -1.35466 2.26366  -0.441
C 0.02680 -2.40330 3.06585  -0.104
H -2.53636 1.28648 4.00260  0.087
H -1.23358 2.49402 4.13980  0.083
H -1.59888 1.41999 5.51435  0.097
H 2.19721 1.94700 2.07586  0.069
H 2.20798 1.56072 3.80783  0.094
H 3.39100 0.78730 2.74086  0.094
H 0.91801 -2.80924 2.58256  0.088
H 0.25608 -2.07020 4.07893  0.097
H -0.74887 -3.16703 3.09269  0.091



Entry 2:
Density functional theory data (the ωB97M-V functional and the def2-TZVPD basis) for a cluster of 11 separate species, C44H66O33 in total in a non-equilibrium geometry.

Results
2S+1	1
structure (SMILES)	C[C@H]1COC(=O)O1.C[C@H]1COC(=O)O1.C[C@H]1COC(=O)O1.C[C@H]1COC(=O)O1.C[C@H]1COC(=O)O1.C[C@H]1COC(=O)O1.C[C@H]1COC(=O)O1.C[C@H]1COC(=O)O1.C[C@H]1COC(=O)O1.C[C@H]1COC(=O)O1.C[C@H]1COC(=O)O1
orbital gap	9.964	eV
E_HOMO	-10.4	eV

Last column: Löwdin charge in e.
Element x y z (Å)
C -2.88989 -3.01176 5.44895  -0.012
C -3.54601 -1.81522 4.77906  -0.360
C -3.77068 -0.61470 5.75459  -0.036
O -3.33214 0.56459 4.99631  0.115
C -2.73750 0.15860 3.91986  -0.532
O -2.18712 0.87574 3.09468  0.121
O -2.68833 -1.24412 3.86737  0.030
H -3.50228 -3.36216 6.27978  0.090
H -1.89958 -2.82075 5.86236  0.094
H -2.88187 -3.79593 4.69192  0.079
H -4.51297 -1.97156 4.30088  0.157
H -3.28078 -0.79855 6.71077  0.129
H -4.82969 -0.58412 6.01085  0.132
C -5.84042 7.01824 1.10004  -0.006
C -5.45142 5.65107 1.68266  -0.340
C -6.31933 4.57286 1.08475  -0.056
O -5.31540 3.72761 0.50169  0.067
C -4.08017 4.14931 0.66745  -0.527
O -3.11363 3.54066 0.24955  0.140
O -4.14192 5.30238 1.36940  0.092
H -4.93567 7.62541 1.12984  0.087
H -6.61544 7.49906 1.69693  0.091
H -6.12890 6.86916 0.05954  0.088
H -5.54468 5.72577 2.76609  0.155
H -7.00242 4.80998 0.26913  0.141
H -6.84579 4.06732 1.89430  0.139
C -3.12503 0.34965 -3.37263  -0.006
C -3.93771 1.52419 -3.84426  -0.335
C -3.79950 1.92430 -5.28721  -0.079
O -5.12864 2.02363 -5.76932  0.104
C -5.95558 1.60865 -4.82257  -0.599
O -7.17329 1.52011 -4.94265  0.120
O -5.31815 1.34451 -3.73581  0.112
H -3.50240 -0.56173 -3.83640  0.099
H -3.26683 0.24102 -2.29737  0.059
H -2.07077 0.50667 -3.60061  0.098
H -3.68993 2.38369 -3.22138  0.141
H -3.26357 1.12559 -5.79998  0.136
H -3.25336 2.85516 -5.43992  0.138
C -2.18482 -3.60231 1.24761  0.001
C -1.13208 -2.94725 0.29247  -0.271
C 0.05199 -3.75087 -0.23257  -0.061
O -0.06158 -3.51953 -1.66782  0.037
C -1.17929 -2.82350 -1.97578  -0.549
O -1.54947 -2.60436 -3.10893  0.146
O -1.91456 -2.63296 -0.88677  0.070
H -2.76160 -4.43264 0.84022  0.092
H -2.95574 -2.85776 1.44619  0.065
H -1.71732 -3.81562 2.20888  0.076
H -0.73562 -2.05689 0.78051  0.123
H -0.03496 -4.79798 0.05744  0.139
H 0.88150 -3.26304 0.27932  0.122
C 1.80741 -5.89149 -2.82500  -0.006
C 2.38998 -4.52475 -3.07652  -0.346
C 2.93242 -3.87796 -1.86724  -0.121
O 4.18337 -3.44000 -2.32098  0.076
C 4.54039 -4.02541 -3.44666  -0.591
O 5.61361 -4.00350 -3.97588  0.157
O 3.49738 -4.68162 -3.91410  0.119
H 0.93405 -5.79856 -2.17948  0.071
H 2.45981 -6.67670 -2.44301  0.099
H 1.37603 -6.20292 -3.77633  0.093
H 1.68065 -3.84487 -3.54844  0.160
H 3.06655 -4.59191 -1.05461  0.135
H 2.34375 -3.00405 -1.58827  0.109
C 1.44110 5.29744 -0.03370  -0.002
C -0.05209 4.86881 -0.27508  -0.300
C -1.04072 6.00440 -0.24693  -0.103
O -1.71243 5.94253 -1.49073  0.088
C -1.28782 4.88947 -2.20683  -0.504
O -1.86409 4.28049 -3.11807  0.110
O -0.16195 4.43883 -1.62905  0.050
H 2.12012 4.46489 -0.21786  0.063
H 1.66116 5.72010 0.94662  0.091
H 1.75053 6.03886 -0.77034  0.088
H -0.29375 4.07190 0.42822  0.139
H -0.46899 6.92337 -0.11761  0.134
H -1.64999 5.89698 0.65049  0.125
C 6.34716 -0.27338 -2.89881  0.007
C 7.47236 -0.49973 -1.87016  -0.322
C 8.79318 -0.85449 -2.46849  -0.093
O 9.71507 -0.05770 -1.74167  0.080
C 9.05542 0.82935 -0.95239  -0.537
O 9.62250 1.63388 -0.23547  0.133
O 7.74848 0.63459 -1.07558  0.107
H 5.44968 -0.31641 -2.28173  0.063
H 6.18211 -1.05006 -3.64555  0.084
H 6.41060 0.68997 -3.40479  0.091
H 7.17833 -1.31818 -1.21305  0.128
H 8.75299 -0.66984 -3.54198  0.138
H 8.90070 -1.90905 -2.21464  0.141
C 5.31319 -4.33817 1.17236  0.000
C 6.01712 -3.09747 0.59923  -0.365
C 6.49351 -2.14195 1.69284  -0.055
O 7.92186 -2.22322 1.64695  0.123
C 8.22332 -3.12904 0.78091  -0.588
O 9.39551 -3.50938 0.53001  0.094
O 7.17612 -3.51004 0.10378  0.092
H 5.09305 -5.15406 0.48391  0.082
H 4.38970 -4.02863 1.66170  0.077
H 5.91162 -4.78293 1.96746  0.093
H 5.50759 -2.61015 -0.23204  0.132
H 6.13221 -2.37417 2.69466  0.132
H 6.19683 -1.12576 1.43315  0.136
C 0.98197 -0.88342 2.87659  -0.004
C 1.67622 0.20719 3.66688  -0.310
C 3.11596 -0.02901 3.78759  -0.147
O 3.67870 1.15548 3.36420  0.098
C 2.76283 2.00815 2.83405  -0.506
O 2.91577 3.17544 2.43982  0.121
O 1.61116 1.38109 2.88263  0.096
H 1.62404 -1.42787 2.18418  0.079
H 0.14254 -0.43739 2.34319  0.066
H 0.50591 -1.65004 3.48794  0.087
H 1.28697 0.36694 4.67240  0.164
H 3.42491 -0.87363 3.17176  0.126
H 3.36415 -0.32151 4.80785  0.146
C -4.41048 0.48130 0.67057  0.025
C -5.73967 0.22056 -0.19595  -0.265
C -5.78961 -1.05506 -0.98751  -0.125
O -7.08694 -1.55394 -0.79693  0.092
C -7.60471 -0.92553 0.30284  -0.519
O -8.70902 -1.10843 0.79859  0.122
O -6.80503 0.05898 0.72685  0.078
H -4.11407 -0.32979 1.33569  0.071
H -4.61347 1.35977 1.28309  0.067
H -3.59754 0.74000 -0.00789  0.047
H -6.03476 1.06446 -0.81953  0.153
H -4.99832 -1.75823 -0.72770  0.128
H -5.54675 -0.87363 -2.03451  0.123
C -0.95848 0.86200 -0.44519  0.012
C 0.47276 0.81013 -1.06695  -0.272
C 1.44659 1.87595 -0.69063  -0.080
O 2.66929 1.18034 -0.41578  0.139
C 2.47767 -0.08880 -0.54356  -0.562
O 3.39008 -0.95058 -0.49104  0.082
O 1.21123 -0.38430 -0.80340  0.099
H -1.64713 0.03277 -0.60716  0.057
H -1.50069 1.75050 -0.76872  0.075
H -0.84603 1.01731 0.62782  0.076
H 0.35718 0.95260 -2.14140  0.152
H 1.02853 2.24837 0.24459  0.115
H 1.36388 2.73388 -1.35787  0.129



Entry 3:
Density functional theory data (the ωB97M-V functional and the def2-TZVPD basis) for a structure of composition C34H48MoN4O8PSSe4.

Results
2S+1	3
orbital gap (spin up / spin down)	6.359 / 6.813	eV
total charge	-1
E_HOMO (spin up / spin down)	-4.4 / -4.7	eV
expectation value of S²	2.066

Last column: Löwdin charge in e.
Element x y z (Å)
Mo 0.62232 -1.56700 -0.63172  0.747
O -1.49163 -5.31472 2.85774  -0.082
C -1.11216 -3.98471 3.19810  -0.260
C 0.39326 -3.73571 3.09454  -0.579
C 1.10779 -4.44834 4.25390  -0.212
O 0.78699 -3.95101 5.55220  -0.061
C 0.68101 -2.24025 3.18192  -0.502
Se -0.07841 -1.04015 1.82746  0.655
C 1.00059 -4.31678 1.82038  -0.507
Se 0.03911 -4.02186 0.14327  0.550
H -1.39225 -5.38289 1.89746  0.026
H -1.43017 -3.82359 4.23026  0.131
H -1.62733 -3.26293 2.56268  0.046
H 2.19145 -4.40660 4.08673  0.128
H 0.80436 -5.49586 4.25362  0.128
H 1.06765 -3.03211 5.59418  0.070
H 1.76097 -2.08644 3.21257  0.050
H 0.25891 -1.83005 4.10363  0.054
H 1.06434 -5.40234 1.90774  0.065
H 2.01322 -3.93821 1.68066  0.060
O 0.66134 -2.76499 -6.08066  -0.077
C 0.95346 -1.52602 -5.43617  -0.243
C -0.27214 -0.92109 -4.74389  -0.586
C -1.25579 -0.40619 -5.80710  -0.217
O -0.76377 0.65425 -6.62095  -0.059
C 0.12381 0.23678 -3.82744  -0.519
Se 1.51664 -0.09023 -2.47793  0.695
C -1.04446 -1.96611 -3.94797  -0.528
Se -0.05574 -3.08371 -2.67464  0.551
H 0.68667 -3.44117 -5.39240  0.048
H 1.29576 -0.84201 -6.21386  0.128
H 1.75611 -1.65268 -4.70949  0.074
H -2.19023 -0.10370 -5.31304  0.123
H -1.48383 -1.22380 -6.49236  0.127
H -0.49262 1.37382 -6.04348  0.066
H -0.77904 0.62961 -3.34816  0.052
H 0.56748 1.05032 -4.40929  0.053
H -1.48521 -2.68943 -4.63597  0.061
H -1.87127 -1.47171 -3.43209  0.050
C -4.14248 -3.53197 1.37251  -0.068
C -4.87047 -2.19026 1.34081  -0.401
C -4.29332 -1.22725 2.37349  -0.070
C -4.87758 -1.57004 -0.05949  -0.105
N -3.56168 -1.09820 -0.46908  -0.079
C -2.47218 -1.78990 -0.76990  -0.203
N -1.47903 -0.93609 -0.84463  -0.195
N -1.98202 0.29285 -0.60898  0.039
N -3.23606 0.20923 -0.39680  0.093
H -4.25903 -4.01149 2.34565  0.089
H -3.06678 -3.41296 1.21865  0.038
H -4.52020 -4.21774 0.60869  0.087
H -5.92642 -2.36439 1.57155  0.132
H -3.22567 -1.05897 2.20339  0.040
H -4.39803 -1.64902 3.37469  0.082
H -4.79747 -0.25836 2.35212  0.078
H -5.51776 -0.69084 -0.09817  0.123
H -5.22269 -2.28884 -0.80304  0.128
H -2.38782 -2.85402 -0.91632  0.082
C 3.82550 -0.79446 1.73558  -0.146
S 3.91397 -1.45916 0.09451  0.408
O 4.96165 -2.44434 0.06923  -0.314
O 4.04793 -0.32920 -0.79562  -0.401
O 2.57114 -2.13855 -0.06162  -0.589
H 2.91930 -0.18734 1.79700  0.030
H 4.71106 -0.18080 1.89927  0.068
H 3.80273 -1.61804 2.44726  0.054
O 1.27175 1.25848 0.34515  -0.452
P 1.22137 2.73841 0.34702  0.763
C 1.37785 3.40498 2.02393  -0.264
C 1.81580 4.69678 2.30267  -0.076
C 1.88499 5.13905 3.61577  -0.089
C 1.51872 4.29111 4.65335  -0.094
C 1.08935 2.99979 4.37874  -0.076
C 1.01969 2.55266 3.06599  -0.066
C -0.31334 3.41572 -0.32520  -0.266
C -0.60156 3.09556 -1.65210  -0.090
C -1.77747 3.53432 -2.23502  -0.081
C -2.67745 4.29238 -1.49457  -0.090
C -2.39973 4.60677 -0.17273  -0.087
C -1.21738 4.16912 0.41278  -0.068
C 2.52169 3.49938 -0.64594  -0.265
C 2.44318 4.80426 -1.12798  -0.097
C 3.48595 5.33085 -1.87588  -0.093
C 4.60035 4.54861 -2.15432  -0.090
C 4.66858 3.24104 -1.69364  -0.060
C 3.63058 2.71009 -0.94032  -0.060
H 2.11588 5.35489 1.49491  0.098
H 2.23165 6.14239 3.83030  0.099
H 1.57580 4.63638 5.67878  0.098
H 0.81094 2.33537 5.18757  0.102
H 0.69753 1.54180 2.83279  0.047
H 0.09494 2.47686 -2.21130  0.072
H -1.99952 3.27500 -3.26336  0.101
H -3.60115 4.63021 -1.94928  0.098
H -3.10433 5.18851 0.40888  0.098
H -1.00660 4.40943 1.44858  0.102
H 1.56203 5.40546 -0.93443  0.105
H 3.42266 6.34459 -2.25238  0.097
H 5.41002 4.95675 -2.74708  0.097
H 5.52158 2.61844 -1.93258  0.110
H 3.66186 1.67432 -0.62033  0.066



Number 2 is which compound? C44H66O33



What is the 2S+1 in the second record? 1



Copy entry 1 word for word.
Density functional theory data (the ωB97M-V functional and the def2-TZVPD basis) for a structure of composition C8H21ClIO4P2Tl in a non-equilibrium geometry.

Results
2S+1	1
orbital gap (spin up / spin down)	3.982 / 3.981	eV
total charge	+2
E_HOMO (spin up / spin down)	-14.3 / -14.3	eV

Last column: Löwdin charge in e.
Element x y z (Å)
C -0.73964 -4.27983 -2.48787  -0.236
I 1.50056 -1.77876 -2.28138  0.510
H -1.76533 -4.55083 -2.56637  -0.001
H -0.03579 -4.90443 -1.83751  0.053
H -0.22220 -3.97645 -3.43814  0.036
Tl -0.86558 -2.81750 -1.00297  0.871
P -0.02182 1.23723 -1.95466  0.748
C 1.32620 1.78732 -3.04678  -0.239
C -1.17336 0.75521 -3.29877  -0.262
H -1.54678 2.80811 -0.89364  0.053
H -0.84021 3.46370 -2.41724  0.088
H 0.13164 3.41652 -0.91590  0.076
C -0.63944 2.89703 -1.50199  -0.199
H -2.18049 0.61953 -2.89379  0.038
H -1.16316 1.53899 -4.05802  0.077
H 0.89120 2.44123 -3.81326  0.087
H 1.80308 0.90631 -3.50415  0.024
H -0.83444 -0.19068 -3.72452  0.029
H 2.06710 2.34272 -2.44935  0.075
C 1.94731 0.44536 -0.31586  -0.157
O 2.81205 0.08396 0.32848  0.094
Cl -1.61122 -0.00647 -0.35079  0.167
C -1.53501 1.47812 4.42244  -0.109
O -0.57129 0.49793 4.00525  -0.345
P -0.12729 0.21056 2.45791  0.787
O 1.52056 0.01277 2.63952  -0.390
C 2.37141 1.15954 2.80847  -0.130
O -0.52343 -1.35466 2.26366  -0.441
C 0.02680 -2.40330 3.06585  -0.104
H -2.53636 1.28648 4.00260  0.087
H -1.23358 2.49402 4.13980  0.083
H -1.59888 1.41999 5.51435  0.097
H 2.19721 1.94700 2.07586  0.069
H 2.20798 1.56072 3.80783  0.094
H 3.39100 0.78730 2.74086  0.094
H 0.91801 -2.80924 2.58256  0.088
H 0.25608 -2.07020 4.07893  0.097
H -0.74887 -3.16703 3.09269  0.091